The following is a DFT calculation (wB97M-V/def2-TZVPD) of C64H62AsMnN6PS as an isolated structure at a distorted geometry.

The geometry in XYZ format:
```
136
Properties=species:S:1:pos:R:3:forces:R:3:mulliken_spin:R:1
Mn -0.858 0.105 0.008 -0.9021 0.5346 0.5061 0.990
N -3.179 1.856 3.259 0.1099 -0.4285 -0.1238 0.002
C -3.109 3.122 2.742 0.3791 0.4063 -0.7147 0.001
C -3.587 4.340 3.208 0.0227 -0.0185 -0.0127 0.000
C -3.310 5.451 2.441 -0.0956 -0.0703 0.1062 0.000
C -2.581 5.347 1.252 0.0628 -0.0263 -0.0638 0.000
C -2.099 4.141 0.796 0.0078 -0.0804 0.0681 -0.003
C -2.368 3.000 1.544 -0.4062 0.5917 0.4370 0.002
N -2.015 1.679 1.357 0.5416 -1.4867 0.1195 -0.006
C -2.509 1.038 2.408 0.0223 0.4838 -0.1715 0.016
C -2.276 -0.362 2.641 -0.2212 -0.6928 0.7488 -0.011
C -2.723 -1.123 3.689 0.1451 0.0192 -0.4026 0.001
S -2.119 -2.718 3.568 0.1449 0.5419 -0.5736 -0.001
C -1.295 -2.268 2.137 -0.0813 -0.1608 0.4272 -0.011
N -1.468 -1.033 1.759 0.1809 0.3010 -0.5043 -0.032
H -3.640 1.602 4.117 0.0634 -0.1022 -0.0507 0.000
H -4.147 4.407 4.127 -0.0585 0.0548 0.0959 0.000
H -3.658 6.420 2.761 -0.0544 0.0883 0.0578 0.000
H -2.389 6.239 0.677 0.0360 0.1258 -0.0474 0.000
H -1.537 4.077 -0.116 0.0210 0.0575 0.0594 0.001
H -3.366 -0.839 4.499 -0.1193 0.0788 0.1395 0.000
H -0.680 -2.972 1.610 0.0724 -0.1887 -0.2308 0.001
C -1.871 -1.001 -5.542 -0.0646 -0.0585 -0.0539 0.000
C -3.263 -1.552 -5.453 -0.0122 -0.0987 0.1296 0.000
C -4.054 -1.599 -6.595 -0.0511 0.0345 0.0709 0.000
C -5.322 -2.146 -6.571 0.0297 0.0095 -0.0614 0.000
C -5.833 -2.666 -5.392 0.0064 -0.0677 0.0147 0.000
C -5.075 -2.617 -4.241 0.0735 0.0942 0.0281 0.000
C -3.802 -2.056 -4.267 -0.1692 0.0750 -0.3880 0.000
N -3.045 -2.079 -3.065 0.0673 -0.1104 0.1251 0.000
C -2.612 -0.995 -2.372 -0.0881 -0.0815 -0.1541 0.019
N -2.918 0.188 -2.950 -0.2460 -0.3504 -0.2368 0.000
C -2.529 1.501 -2.705 0.3349 0.4019 0.4461 0.007
C -1.305 1.848 -2.117 -0.0193 0.2311 -0.5329 -0.002
C -0.937 3.197 -2.052 -0.1729 -0.0419 -0.1090 -0.006
C -1.769 4.181 -2.541 0.1697 -0.1199 0.0140 0.001
C -2.974 3.833 -3.125 0.0415 -0.2044 0.0570 -0.002
C -3.367 2.509 -3.219 0.0142 0.0295 0.1322 0.005
C -4.648 2.151 -3.910 0.0065 0.0418 0.0471 0.000
N -1.993 -1.134 -1.220 0.2687 0.1344 0.4488 0.022
C -1.979 -2.487 -0.752 -0.2625 -0.5915 0.0218 0.001
C -3.084 -2.954 -0.038 0.1580 0.0915 -0.2585 -0.007
C -3.152 -4.274 0.368 -0.0961 0.0506 -0.0402 0.001
C -2.110 -5.138 0.069 0.0288 -0.0698 0.0084 -0.001
C -1.007 -4.677 -0.630 -0.0653 0.0003 0.1300 0.001
C -0.930 -3.360 -1.068 -0.1637 0.4043 0.1215 -0.006
C 0.218 -2.886 -1.901 -0.0201 0.1624 0.0608 0.006
H -1.386 -1.394 -6.433 0.0942 0.0141 -0.0467 0.000
H -1.277 -1.272 -4.673 0.1080 0.0171 0.0391 0.000
H -1.887 0.086 -5.630 0.0596 0.0723 0.0422 0.000
H -3.652 -1.207 -7.517 0.0412 0.0111 -0.1482 0.000
H -5.903 -2.187 -7.477 -0.1094 0.0132 -0.1211 0.000
H -6.813 -3.114 -5.373 -0.1508 -0.0462 0.0008 0.000
H -5.458 -3.012 -3.311 -0.0457 -0.0364 0.0835 0.000
H -3.026 -2.966 -2.580 0.0623 0.1716 0.0597 0.000
H -3.590 0.087 -3.704 0.1473 0.0447 0.0859 0.002
H 0.040 3.442 -1.664 0.0782 0.0387 0.0994 -0.001
H -1.475 5.216 -2.480 0.0718 0.1474 -0.0419 0.000
H -3.608 4.601 -3.536 -0.1647 0.1104 -0.0494 0.000
H -5.222 3.048 -4.125 -0.0355 -0.0062 -0.0265 0.000
H -5.262 1.493 -3.298 -0.1037 -0.0676 0.0135 0.000
H -4.453 1.655 -4.863 -0.0561 -0.0927 -0.1143 0.000
H -3.891 -2.265 0.175 -0.0472 0.0483 0.0436 -0.001
H -4.022 -4.628 0.900 -0.0663 -0.0547 0.0660 0.000
H -2.168 -6.176 0.356 0.0250 -0.1280 0.1002 0.000
H -0.191 -5.346 -0.857 0.0633 -0.1119 -0.0551 0.000
H 1.061 -3.567 -1.827 0.1219 0.0079 0.0354 0.001
H 0.526 -1.884 -1.583 0.0609 -0.2457 -0.2087 0.009
H -0.081 -2.835 -2.949 0.0220 0.0866 -0.0978 0.000
C 2.903 1.743 -3.229 -0.0304 0.0076 0.0372 0.000
C 1.850 0.714 -3.671 0.6192 0.0179 -0.1565 -0.005
C 2.514 -0.608 -4.053 -0.1073 -0.0166 0.1306 0.001
C 1.066 1.252 -4.893 -0.1405 -0.0008 0.0979 -0.002
C 0.809 0.645 -2.657 -1.2988 0.2737 0.7013 0.011
C -0.185 0.905 -1.969 0.9707 -0.4502 -0.6556 -0.003
H 3.671 1.839 -3.994 0.0329 -0.0236 -0.0810 0.000
H 3.382 1.446 -2.297 0.0357 -0.0152 0.0534 0.000
H 2.444 2.718 -3.077 -0.0260 0.0842 0.0303 0.000
H 3.061 -0.474 -4.984 0.0318 0.0361 -0.0370 0.000
H 1.774 -1.391 -4.196 -0.0730 -0.1209 -0.0520 0.000
H 3.217 -0.928 -3.291 0.0726 -0.0730 0.0472 0.000
H 1.768 1.619 -5.637 0.1607 0.0025 -0.0282 0.000
H 0.408 2.071 -4.611 -0.0552 0.1384 -0.0233 0.000
H 0.470 0.460 -5.336 -0.0717 -0.0546 -0.0290 0.000
C 1.445 0.011 2.850 -0.2415 -0.1450 -0.3425 0.018
C 1.227 1.295 3.616 0.0880 -0.0150 0.3094 0.005
As 2.122 1.232 5.432 -0.0689 0.0911 -0.2768 0.000
C 3.963 0.991 4.772 -0.2283 0.0478 0.0452 0.000
C 4.803 2.100 4.845 -0.3102 0.1077 0.1059 0.000
C 6.119 2.027 4.420 0.1148 0.0615 -0.0447 0.000
C 6.613 0.845 3.898 0.0372 0.0043 -0.0070 0.000
C 5.788 -0.264 3.813 0.0600 -0.0635 -0.0384 -0.001
C 4.480 -0.196 4.261 -0.1527 -0.1675 -0.0538 0.000
C 1.725 -0.627 5.911 0.0055 0.1137 -0.0210 0.000
C 2.700 -1.400 6.534 0.1330 0.2318 -0.0417 0.000
C 2.455 -2.720 6.866 -0.0553 -0.1035 0.0580 0.000
C 1.214 -3.279 6.612 0.0268 -0.0628 0.0260 0.000
C 0.212 -2.499 6.059 -0.1196 -0.1074 0.0706 0.000
C 0.464 -1.182 5.716 0.0305 0.2568 -0.0737 0.000
P 1.265 0.092 1.004 0.7881 -0.0058 0.9247 0.005
C 2.378 1.495 0.698 -0.3784 -0.0408 -0.2616 -0.046
C 1.732 2.720 0.548 -0.0726 -0.2700 -0.0905 0.017
C 2.463 3.889 0.459 0.0095 0.1105 -0.0009 0.009
C 3.848 3.834 0.519 -0.0857 0.0610 -0.0106 0.001
C 4.494 2.617 0.674 0.0912 0.0104 0.0627 0.000
C 3.767 1.443 0.773 -0.1635 -0.0569 0.0247 -0.002
C 2.234 -1.400 0.586 -0.2796 0.0627 -0.2694 0.007
C 2.212 -2.548 1.377 0.0221 0.1305 -0.0464 -0.002
C 2.946 -3.659 1.000 0.0150 -0.1535 -0.0078 0.001
C 3.694 -3.644 -0.166 0.0546 0.0197 -0.0315 -0.001
C 3.707 -2.511 -0.964 0.0563 -0.0019 -0.0155 0.000
C 2.976 -1.400 -0.591 -0.1289 0.0578 0.1021 -0.002
H 0.779 -0.771 3.227 0.2179 0.0320 -0.0195 -0.002
H 2.480 -0.321 2.986 -0.2530 -0.0322 -0.0667 -0.001
H 0.163 1.524 3.736 0.0785 0.0359 0.0878 -0.001
H 1.693 2.145 3.107 -0.0431 -0.0571 0.1996 0.001
H 4.419 3.025 5.260 0.0660 0.0220 0.0041 0.000
H 6.763 2.889 4.511 0.0334 0.0827 0.0033 0.000
H 7.643 0.778 3.580 0.0881 0.0176 -0.0387 0.000
H 6.168 -1.193 3.412 0.0555 -0.0837 0.0038 0.000
H 3.879 -1.099 4.241 0.0629 0.0394 -0.0015 0.000
H 3.667 -0.960 6.752 0.0060 -0.0945 -0.0214 0.000
H 3.232 -3.314 7.325 0.0633 -0.0371 0.0597 0.000
H 1.020 -4.311 6.861 -0.0175 -0.0873 0.0588 0.000
H -0.770 -2.925 5.905 0.0343 0.0028 0.0919 0.000
H -0.332 -0.568 5.300 0.0034 -0.0588 -0.0402 0.000
H 0.644 2.736 0.536 0.0986 0.1322 -0.0291 -0.005
H 1.961 4.841 0.364 -0.0421 0.0857 -0.0262 0.000
H 4.423 4.745 0.462 0.0669 0.0852 -0.0323 0.000
H 5.572 2.586 0.737 0.0929 -0.0107 0.0101 0.000
H 4.274 0.498 0.918 0.0497 -0.0368 0.0197 0.000
H 1.653 -2.581 2.301 -0.0345 0.0508 0.0962 0.000
H 2.940 -4.543 1.621 -0.0012 -0.0517 0.0712 0.000
H 4.279 -4.506 -0.448 0.0254 -0.1041 -0.0130 0.000
H 4.289 -2.509 -1.873 0.0743 0.0471 -0.0949 0.000
H 2.968 -0.509 -1.202 0.0904 0.0526 -0.1042 0.000
```
Positions in Å, forces in eV/Å.

Properties
**2S+1**: 2
**Calculated total energy**: -188585.66318 eV
**Largest force on an atom**: 1.59 eV/Å
**HOMO (alpha / beta)**: -12.08 / -12.08 eV
**Lowest unoccupied orbital energy (alpha / beta)**: -5.03 / -4.81 eV
**Charge**: +2